1.
Below is a 17-piece molecular cluster, C20H9Cl64IN overall, with properties calculated with ωB97M-V/def2-TZVPD.

## Properties
HOMO level in eV: -12.27
Orbital gap in eV: 9.57
Total charge: +1
Largest force on an atom in eV/Å: 1.70

Geometry (Å):
I  -0.74  3.62  -0.11
C  1.23  2.86  -0.37
C  2.21  4.02  -0.28
C  2.06  4.73  -1.64
C  1.52  3.67  -2.56
N  1.50  2.39  -1.73
H  1.43  2.16  0.43
H  2.08  4.61  0.61
H  3.21  3.60  -0.33
H  3.08  4.96  -1.95
H  1.56  5.68  -1.62
H  2.16  3.43  -3.40
H  0.57  3.87  -3.03
H  0.80  1.78  -2.15
H  2.40  1.92  -1.76
C  3.80  -0.33  1.48
Cl  4.01  0.42  -0.12
Cl  2.54  0.49  2.41
Cl  3.38  -2.03  1.28
Cl  5.32  -0.18  2.34
C  1.64  -1.10  6.35
Cl  0.39  -1.51  5.19
Cl  1.40  -2.04  7.82
Cl  3.25  -1.42  5.69
Cl  1.49  0.63  6.71
C  -3.46  -3.55  5.17
Cl  -4.00  -2.53  6.50
Cl  -4.87  -4.31  4.44
Cl  -2.59  -2.52  4.01
Cl  -2.36  -4.78  5.79
C  -0.60  8.07  -3.05
Cl  1.10  7.82  -3.44
Cl  -1.18  6.65  -2.16
Cl  -0.80  9.50  -2.04
Cl  -1.52  8.26  -4.54
C  -1.99  -5.63  0.46
Cl  -0.34  -5.39  -0.12
Cl  -2.26  -7.34  0.76
Cl  -2.25  -4.68  1.92
Cl  -3.13  -4.97  -0.72
C  4.80  3.51  4.24
Cl  4.21  3.94  2.62
Cl  4.99  4.97  5.21
Cl  3.60  2.45  4.98
Cl  6.34  2.68  4.11
C  -6.42  -7.52  -0.55
Cl  -6.96  -9.20  -0.53
Cl  -7.75  -6.48  -1.05
Cl  -5.89  -7.07  1.07
Cl  -5.07  -7.35  -1.68
C  3.64  8.94  0.01
Cl  4.58  7.87  -1.06
Cl  3.27  8.08  1.51
Cl  4.58  10.38  0.36
Cl  2.14  9.38  -0.80
C  7.26  2.49  -2.74
Cl  6.11  1.50  -1.80
Cl  7.18  4.15  -2.13
Cl  8.89  1.90  -2.52
Cl  6.83  2.49  -4.46
C  -6.17  -2.25  0.93
Cl  -6.39  -0.88  -0.16
Cl  -7.19  -2.04  2.35
Cl  -6.63  -3.73  0.09
Cl  -4.48  -2.34  1.44
C  7.86  -3.86  2.57
Cl  6.41  -3.31  1.72
Cl  7.43  -4.30  4.22
Cl  8.54  -5.25  1.73
Cl  9.04  -2.55  2.60
C  -4.65  2.55  -2.32
Cl  -3.41  1.35  -1.96
Cl  -4.68  3.77  -1.04
Cl  -4.29  3.32  -3.86
Cl  -6.21  1.76  -2.40
C  -9.32  -6.33  3.69
Cl  -9.98  -5.92  5.27
Cl  -10.63  -6.73  2.58
Cl  -8.42  -4.95  3.05
Cl  -8.24  -7.72  3.85
C  -1.09  -2.03  -2.72
Cl  -1.31  -0.62  -3.76
Cl  -2.18  -1.88  -1.34
Cl  -1.45  -3.50  -3.62
Cl  0.58  -2.09  -2.14
C  -8.50  -2.17  -3.85
Cl  -9.08  -1.94  -5.50
Cl  -7.44  -3.59  -3.79
Cl  -7.58  -0.75  -3.34
Cl  -9.87  -2.41  -2.77
C  8.19  -1.52  -5.72
Cl  7.17  -0.72  -4.51
Cl  7.21  -2.04  -7.09
Cl  9.42  -0.37  -6.27
Cl  8.98  -2.91  -4.99

2.
Below is a 10-piece molecular cluster, C31H65N3O20 overall, with properties calculated with ωB97M-V/def2-TZVPD.

## Properties
HOMO level in eV: -9.71
SMILES: C[N+](=O)[O-].C[N+](=O)[O-].C[N+](=O)[O-].CCOC(C)=O.CCOC(C)=O.CCOC(C)=O.CCOC(C)=O.CCOC(C)=O.CCOC(C)=O.CCOC(C)=O
Orbital gap in eV: 9.66
Total charge: 0
Largest force on an atom in eV/Å: 4.67

Geometry (Å):
C  -1.70  9.83  15.13
N  -0.81  8.69  14.68
O  -1.13  7.96  13.74
O  0.25  8.55  15.25
H  -1.23  10.81  15.05
H  -2.00  9.62  16.15
H  -2.60  9.90  14.52
C  -0.88  12.06  20.05
N  -2.20  12.69  20.07
O  -2.73  12.91  21.16
O  -2.64  12.87  18.96
H  -0.21  12.89  20.25
H  -0.85  11.70  19.02
H  -0.88  11.19  20.71
C  -4.78  4.66  12.05
N  -5.17  5.78  12.88
O  -5.41  5.49  14.07
O  -5.17  6.87  12.38
H  -5.09  4.94  11.04
H  -5.24  3.70  12.29
H  -3.71  4.49  12.03
C  4.49  1.40  7.19
C  3.12  2.04  6.93
O  2.89  2.82  8.15
C  1.63  3.09  8.49
C  1.66  4.03  9.60
O  0.64  2.83  7.82
H  5.20  2.13  7.59
H  4.96  0.86  6.37
H  4.40  0.63  7.95
H  3.10  2.61  6.00
H  2.35  1.27  6.85
H  2.41  3.99  10.39
H  0.69  4.04  10.10
H  1.74  4.98  9.06
C  1.36  15.67  16.51
C  2.59  14.80  16.67
O  3.51  14.80  15.58
C  3.25  14.06  14.48
C  4.31  14.28  13.44
O  2.31  13.28  14.27
H  0.75  15.60  17.41
H  0.80  15.30  15.64
H  1.70  16.68  16.30
H  3.23  14.87  17.55
H  2.24  13.78  16.81
H  4.44  15.29  13.07
H  4.07  13.68  12.56
H  5.29  14.07  13.86
C  0.06  9.21  8.17
C  0.49  10.17  9.29
O  1.37  9.59  10.26
C  2.66  9.34  10.02
C  3.54  9.14  11.23
O  3.22  9.14  8.93
H  -0.63  8.46  8.56
H  0.91  8.63  7.83
H  -0.37  9.63  7.26
H  1.05  11.03  8.91
H  -0.44  10.57  9.70
H  3.73  8.07  11.21
H  2.80  9.42  11.98
H  4.40  9.81  11.28
C  3.59  6.50  20.52
C  3.64  7.46  19.34
O  4.85  7.34  18.64
C  5.18  8.39  17.90
C  6.48  8.11  17.14
O  4.72  9.50  17.90
H  3.15  5.53  20.28
H  3.09  6.96  21.37
H  4.54  6.21  20.98
H  2.85  7.27  18.62
H  3.53  8.48  19.69
H  6.59  7.08  16.79
H  7.31  8.36  17.80
H  6.63  8.76  16.27
C  -3.11  2.14  22.26
C  -2.17  3.20  21.65
O  -2.97  4.12  21.02
C  -2.82  5.41  21.31
C  -3.77  6.19  20.38
O  -1.94  5.99  21.94
H  -2.53  1.49  22.92
H  -3.60  1.44  21.59
H  -3.91  2.64  22.80
H  -1.65  3.68  22.48
H  -1.34  2.87  21.03
H  -3.47  7.22  20.17
H  -4.80  6.27  20.74
H  -3.77  5.78  19.37
C  -5.79  14.12  12.43
C  -4.30  13.85  12.72
O  -3.42  14.98  12.51
C  -2.65  15.18  11.46
C  -1.78  16.35  11.77
O  -2.48  14.56  10.42
H  -5.75  14.61  11.46
H  -6.27  14.89  13.02
H  -6.26  13.14  12.28
H  -4.32  13.64  13.79
H  -3.95  13.03  12.09
H  -1.11  16.57  10.94
H  -1.19  16.30  12.68
H  -2.41  17.24  11.82
C  5.19  1.87  13.75
C  3.98  0.94  14.13
O  2.88  1.83  14.43
C  2.24  1.78  15.55
C  1.11  2.78  15.58
O  2.36  1.00  16.51
H  5.17  2.31  12.76
H  6.11  1.29  13.69
H  5.32  2.61  14.54
H  3.87  0.23  13.31
H  4.29  0.29  14.95
H  0.54  2.62  14.67
H  1.49  3.80  15.63
H  0.58  2.55  16.51

Q: Which of these has the highest HOMO level?
A: C31H65N3O20